Entry 1:
76
Properties=species:S:1:pos:R:3:forces:R:3 method="wB97M-V/def2-TZVPD" orbital_gap_ev="6.1 / 5.6" spin_multiplicity=3 total_charge=+1
H 5.3472 1.2411 -3.7417 0.0 0.0 0.0
H -1.7803 4.1244 -2.0146 0.0 0.0 0.0
H -1.2212 -3.5182 -0.0895 0.0 0.0 0.0
C 1.5785 3.6832 -0.2704 0.2 0.0 0.0
C 3.2010 -1.1730 1.7255 0.0 -0.1 0.0
C 3.9072 -2.9911 3.7508 0.0 0.0 0.0
H -4.6837 -2.8625 -0.9563 0.0 0.0 0.0
H 2.8779 1.0707 -3.7078 0.0 0.0 0.0
H -3.8463 3.5469 -0.9444 0.0 0.0 0.0
H -2.6242 0.0635 2.8087 0.0 0.0 0.0
H 4.7639 -2.1487 0.5919 0.0 0.0 -0.1
H -2.2990 -1.1086 4.0914 0.0 0.0 0.0
H -5.3824 -2.5007 3.1086 0.0 0.0 0.0
C 3.5121 0.0983 -0.5076 0.0 0.0 0.2
H 3.4665 2.7021 -0.1058 0.0 0.0 0.0
C -2.2144 -3.4610 -0.5233 0.0 0.0 0.1
H -3.9190 -0.4019 3.9236 0.0 0.0 0.0
H 3.4776 4.3827 0.4583 0.0 0.0 0.0
H 1.7124 0.3592 -1.6614 0.0 0.0 0.0
C 2.7944 0.4336 -1.6674 0.0 0.0 -0.1
H -5.0123 2.4043 -1.6133 0.0 0.0 0.0
N -3.1518 -2.9166 0.4498 0.0 -0.1 -0.2
H -3.2941 2.0011 -4.4383 0.0 0.0 0.0
H -0.2823 6.0807 -1.8094 0.0 0.0 0.0
C 2.7913 -0.2603 0.6979 0.1 0.1 -0.1
C 1.8646 -2.6520 -1.0337 -0.2 -0.1 0.2
C -3.0476 -0.7597 3.3772 0.0 0.0 0.0
C -0.8182 4.0210 -1.5390 0.0 0.2 0.0
C 0.0138 5.1184 -1.4147 -0.1 -0.1 -0.1
C -4.3423 -2.8285 3.0875 0.0 0.0 0.0
H -5.1610 -2.3305 0.6568 0.0 0.0 0.0
C 4.8355 0.9252 -2.8425 0.0 0.0 0.0
H -2.4205 3.4142 -3.8665 0.0 -0.1 0.0
C 4.5930 -2.9886 2.5414 0.0 0.0 0.0
H 2.3149 -2.0999 4.8793 0.0 0.0 0.0
H -4.0172 -0.2800 -2.9471 0.0 0.0 0.0
Au -1.0206 -0.0155 0.0632 -0.5 0.4 -0.2
H -3.4150 -0.6688 -1.3300 0.0 0.1 0.0
H 5.4866 0.0078 0.3506 0.0 0.0 0.0
H -2.3308 -0.7575 -2.7276 0.0 0.0 0.0
H 6.6391 0.6972 -1.7007 0.0 0.0 0.0
O 2.8101 -2.8892 -1.6453 0.4 -0.1 -0.2
H 4.1820 -3.6877 4.5315 0.0 0.0 0.0
C 3.4500 0.8353 -2.8189 0.0 0.0 0.0
C -2.4636 2.3269 -3.8062 0.0 0.0 0.0
H -4.1609 2.0306 -0.1108 0.0 0.0 0.0
C 2.5016 -1.2068 2.9505 0.0 0.0 -0.1
N 0.7828 2.6460 -0.3765 -0.1 -0.1 0.2
H -4.0131 -3.0040 4.1127 0.0 0.0 0.0
C 5.5601 0.6121 -1.6981 0.0 0.0 0.1
O -1.5377 -1.5914 1.3470 0.5 0.2 0.0
H 5.3960 -3.6944 2.3728 0.0 0.0 0.0
C -4.0534 2.4868 -1.0977 0.1 0.0 -0.1
H 1.4460 1.1352 0.3718 0.0 -0.2 0.0
C 4.2482 -2.1015 1.5392 -0.1 0.1 0.0
H -2.1729 -2.8430 -1.4230 0.0 0.0 0.0
O 0.8947 -2.4402 -0.4320 -0.1 0.1 0.0
O 1.5572 0.2835 0.8602 -0.1 0.2 0.2
H 1.9203 5.7793 -0.6815 0.0 0.0 0.0
N -3.4741 -1.8257 2.4800 0.1 0.0 0.1
C -2.6914 -2.0952 1.4120 -0.3 0.0 0.1
C 2.8580 -2.0995 3.9427 0.0 0.0 0.0
H -4.2757 -3.7698 2.5511 0.0 0.0 0.0
C -4.5614 -3.0540 0.1115 0.0 0.0 0.0
C -0.4175 2.7679 -1.0085 -0.1 0.0 -0.2
H -2.5456 -4.4599 -0.8044 0.0 0.0 0.0
H -1.5486 1.9281 -4.2511 0.0 0.0 0.0
C 1.2287 4.9554 -0.7871 0.1 0.0 0.0
H 2.7208 3.1115 1.4360 0.0 0.0 0.0
N -1.2013 1.6919 -1.1167 0.1 -0.4 0.2
C -3.1535 -0.1959 -2.2797 -0.1 0.1 -0.1
H -4.9324 -4.0581 0.3225 0.0 0.0 0.0
C 4.9130 0.2068 -0.5434 0.0 0.0 -0.1
Si -2.7347 1.6152 -2.0973 0.0 -0.1 0.2
H 1.6847 -0.5173 3.1083 0.0 0.0 0.0
C 2.8906 3.4687 0.4186 0.0 0.0 0.0

***

Entry 2:
98
Properties=species:S:1:pos:R:3:forces:R:3 method="wB97M-V/def2-TZVPD" orbital_gap_ev=1.3 total_charge=+1
C 0.5453 4.5604 2.0178 1.1 -4.1 3.8
O -4.7345 4.2363 -6.7353 0.6 -0.5 0.3
C -3.6978 -1.4716 -4.3297 0.9 -0.5 -0.2
H -3.1195 -1.8178 0.6554 -1.0 -0.1 0.1
H -3.1322 -3.5493 -4.3414 0.0 0.1 0.1
C 3.7464 -0.3754 0.4270 0.6 1.5 0.1
C 3.6223 2.2356 0.5660 0.0 -2.6 0.0
C 0.6523 1.9387 1.0359 -0.9 0.9 2.8
P 1.2817 6.3146 2.2207 1.1 -0.4 -1.6
H -5.3165 -1.1503 -1.0592 0.2 0.3 0.8
N -4.2036 1.9521 -5.6924 0.6 0.1 0.1
H 5.1763 -2.8481 3.1124 0.3 0.9 0.3
S -5.0689 3.2766 -5.7275 -2.8 1.9 -0.4
B 2.2022 0.5318 6.1240 -0.5 0.0 0.8
H 0.3865 7.1474 3.1632 -0.6 -0.2 0.5
O -2.5439 2.8543 -3.9465 -0.5 -0.1 0.0
H -1.4590 4.9662 3.2953 1.2 -1.6 -1.1
H 5.4254 -1.0842 3.4792 -0.3 -0.6 0.3
O 0.8448 0.0234 -0.4977 0.1 0.0 0.2
H -2.9209 -1.1482 -5.0284 0.0 0.2 0.1
C -3.7180 -5.7965 -6.4747 0.8 0.8 0.3
O -5.5138 3.7941 -4.4665 0.7 -0.5 0.0
C -4.2301 -1.8128 0.8454 -1.0 0.0 -1.5
H 7.0101 -3.5727 4.5360 -0.2 1.0 0.2
N 5.7352 3.5510 1.0364 -0.7 -1.0 3.6
H 6.9006 -1.4697 -0.1175 -0.7 0.0 0.7
F -6.4229 2.6674 -6.3123 0.5 -0.7 0.1
H 7.8571 -1.9914 4.3848 -0.8 -0.3 0.4
C -4.9423 -0.7401 -0.0980 1.3 0.3 1.2
H -4.1833 0.0648 -0.3155 -0.9 -0.6 -0.1
O -3.9891 -4.7065 -6.0202 -0.4 -0.3 -0.2
H -3.2076 0.0097 1.7962 0.4 -0.7 0.8
H -2.2180 -7.1562 -6.9787 0.0 0.0 0.0
H -3.2733 3.0471 3.8866 0.3 -0.4 -0.7
H -3.0834 -0.2903 -2.8972 -0.3 0.3 0.5
H 7.6469 -1.1033 2.1536 -0.6 -0.7 0.1
H -2.4190 -1.4069 2.7080 -1.5 0.8 0.7
C 1.3114 3.3953 1.1920 0.5 -2.1 3.9
C -0.8879 4.1442 2.6944 2.0 -2.6 0.6
Na -7.3085 -6.8272 -7.2359 -1.1 -0.2 -0.3
C 5.1925 -0.3716 0.6336 -0.5 2.4 0.4
Na 6.0871 1.0387 3.2045 -0.4 0.0 1.0
H 4.3979 -2.8491 -0.3012 0.8 0.0 0.4
C 6.8549 -2.4644 4.5520 -0.4 0.4 -0.7
H -1.0834 0.5062 1.5633 0.1 1.1 0.1
C 5.0447 2.2517 0.8041 -0.8 -1.6 -0.7
O 3.1092 4.5473 -0.0701 0.0 0.0 0.2
H 7.4134 -2.8864 1.9353 -0.3 1.0 0.0
Be -1.0251 -1.4710 1.7020 1.1 -0.8 -0.5
H 2.6008 6.2550 2.7971 -0.6 -0.7 -0.2
H 6.4149 -2.1263 5.5254 0.5 -0.5 -0.8
H 6.9214 1.0232 1.0147 -1.2 0.1 -0.5
C 2.9902 0.8496 0.3937 1.0 1.7 0.2
F 1.0212 -0.1661 5.7635 0.5 0.2 -0.1
C 6.8679 -1.9098 2.0368 -0.8 -0.2 -0.2
F -2.1921 3.3044 -6.2420 -0.2 0.0 0.1
C -1.5067 2.6712 2.5541 3.5 0.5 -1.1
H -3.5251 -0.5689 4.8042 -0.3 0.9 -0.6
Cs -0.7306 4.0239 0.1168 -7.7 2.9 -11.4
S 1.3290 7.3382 0.5269 -0.2 -0.8 0.5
N -4.6998 -6.6665 -6.9038 -0.6 -0.9 -0.5
C -3.6180 0.1339 3.9322 0.6 -1.9 0.4
C 5.8068 0.9815 0.8320 -1.4 -0.7 -0.5
C 1.4218 0.8145 0.1843 0.9 1.8 1.7
H 5.2185 -3.6842 1.0758 0.1 0.7 -0.8
H -5.6398 -6.3488 -6.8188 1.2 0.6 0.5
O -2.5596 1.0954 4.0776 -1.2 0.4 -1.3
Cl -6.1811 -0.5144 -3.6557 -0.6 0.5 0.8
C 5.3792 -2.9940 0.2054 0.1 -0.2 -0.1
H -4.5186 -7.5784 -7.2869 0.1 0.0 0.0
O -1.8484 1.1126 -5.4870 -0.9 -0.4 0.1
H -1.7118 -5.6454 -6.3004 -0.1 0.0 0.0
F 1.8762 1.8478 6.5331 0.2 -0.4 -0.3
O -3.9210 -0.4114 -3.3741 -0.1 -0.4 -1.2
F 2.8616 -0.1494 7.1743 -0.1 0.2 -0.6
H -5.7253 -0.2619 0.5361 0.2 -0.5 -0.8
H -4.0741 -3.0584 -2.9194 0.0 0.0 -0.1
O -4.4989 -1.5075 2.2422 1.8 0.1 -0.6
H -4.6145 -1.6223 -4.8838 0.2 0.1 0.0
H -4.6110 -2.8182 0.5444 0.2 0.6 0.8
H -2.3799 -2.6035 -3.0424 0.0 0.0 -0.1
C -2.8535 2.2418 3.2384 1.2 0.0 0.0
C 6.1001 -1.6662 0.6507 0.1 0.2 0.0
C 5.9280 -2.0525 3.3274 1.8 -0.4 -0.8
H 3.1844 -1.3226 0.2969 0.5 0.8 0.1
S -2.7329 2.2152 -5.2199 2.1 0.0 0.0
C -0.7454 1.5571 1.7031 3.0 5.1 0.7
C -3.2963 -2.7490 -3.6233 0.0 0.1 0.3
S 5.6240 4.1468 3.8751 0.2 -0.7 -3.3
Br -1.1332 7.5568 3.6997 -0.8 0.4 0.5
H 6.0320 -3.5316 -0.5343 -0.6 0.5 0.8
N -2.4526 -6.2554 -6.6032 0.0 -0.2 0.0
C -3.3634 -0.7322 2.6403 -1.2 1.3 -0.1
C 5.7056 3.8258 2.2683 -0.1 0.2 -0.2
C 2.7472 3.5593 0.4849 -1.0 -1.9 1.2
H -3.5777 1.9462 2.4277 0.6 0.5 0.7
F 3.0713 0.5967 4.9891 0.3 0.0 -0.3
H -4.6384 0.5860 3.9097 0.8 -0.3 0.0

***

Entry 3:
83
Properties=species:S:1:pos:R:3:forces:R:3 method="wB97M-V/def2-TZVPD" orbital_gap_ev=7.3 total_charge=-1
H 0.1708 -5.7072 0.4732 0.0 0.2 -0.3
C -2.2146 0.8934 -0.3822 0.0 -0.2 0.6
C -1.4123 -2.8727 3.0837 -0.8 0.1 0.2
C -2.3656 -3.0560 -2.2922 -0.1 0.3 0.2
H -0.8444 -6.6636 -1.5488 0.0 0.1 0.0
C 2.5014 0.4244 -3.7268 0.1 0.0 0.4
C -1.8118 2.4254 -1.9404 0.5 -0.5 -0.4
H 3.6251 1.0548 0.2121 0.1 -0.1 0.1
H -2.8046 4.0366 -0.8467 0.1 0.1 -0.1
S -0.2326 1.3272 3.3641 1.1 0.6 0.3
H -1.9620 -5.7813 -2.5540 -0.1 0.2 -0.3
H 0.5941 -0.0363 -4.7047 -0.5 -0.4 -0.8
N -0.4446 -2.4533 2.5924 0.7 0.1 -0.3
N -2.5342 -3.3548 3.4920 0.6 -0.4 -1.1
N -1.6365 1.1107 -1.5725 -0.3 -0.3 -0.4
H -5.4972 3.2879 1.5049 0.0 0.0 0.2
H -5.3735 2.0184 0.3091 -0.1 -0.3 -0.3
S 1.2013 -2.0418 -1.1168 0.1 0.3 0.3
N -1.1131 -1.2616 -2.3175 0.0 -0.8 -0.1
C -0.4181 -2.2106 -1.6346 -0.2 0.5 -0.2
H 4.7531 -0.9355 -2.8081 -0.1 0.1 0.2
S 1.1787 1.8171 -0.3516 -0.5 -0.1 0.6
C 1.3677 1.9906 3.5564 -0.5 0.4 0.1
C -4.8863 2.9000 0.6938 0.6 0.4 0.5
B -0.9113 0.2099 -2.5728 0.4 0.9 -0.2
N -1.2168 -3.3008 -1.5807 0.2 -0.6 0.3
H -2.3737 -4.0572 0.7367 -0.1 0.3 0.4
H 3.0862 4.7367 4.7445 -0.1 -0.3 0.0
H 1.0776 -4.6083 -0.6488 0.0 -0.2 0.1
H -4.8340 3.6749 -0.0536 -0.1 0.2 -0.5
C 4.7335 -0.4323 -1.8317 0.0 0.0 -0.5
N -2.6849 2.0994 0.0252 -0.6 0.3 0.9
H 0.8627 3.7389 4.7103 -0.2 0.0 -0.3
H -1.3994 0.4326 -3.6571 -0.1 0.0 -0.1
H -0.1954 -5.4544 -2.6526 0.3 0.0 -0.6
H -2.1977 -5.7830 0.5524 0.0 -0.3 0.0
H -3.3802 4.1103 2.6951 -0.4 0.0 0.4
C -3.0307 -3.0589 4.6528 -0.2 0.2 0.9
N -3.5245 -2.8539 5.6800 -0.2 0.0 0.3
C -2.3220 -4.8532 0.0123 0.1 0.4 -0.8
C 3.7219 1.8471 3.1446 0.7 0.6 0.4
C 4.0212 3.0844 3.7168 -1.1 -1.2 -0.3
H -4.1416 0.6300 1.9612 -0.2 -0.5 -0.2
S -2.3833 -0.5902 0.4698 0.5 0.1 -0.2
H -2.6018 4.5677 1.2092 0.2 -0.1 0.1
C 4.1063 0.9733 -1.9220 0.0 0.6 0.7
C 0.1880 -4.7333 -0.0388 -0.4 0.2 0.3
H -2.7650 1.2605 2.8234 0.3 -0.1 0.1
C -3.4725 2.5481 1.2104 -0.9 -0.2 0.6
N 2.4668 1.3512 3.0561 0.2 -0.5 -0.7
H -1.8493 3.3597 2.2970 0.7 0.1 0.2
H -3.1332 -3.7764 -2.3523 -0.6 -0.5 -0.1
H 5.2401 1.6417 -0.2596 0.3 0.0 0.1
H -3.0467 -1.2054 -3.2261 -0.3 0.2 -0.3
C 1.6594 3.2234 4.1946 0.5 0.0 0.4
C -2.3168 -1.7973 -2.7319 0.5 -0.1 0.4
C -2.4642 3.0281 -0.9596 -0.2 0.8 0.3
H 3.7900 2.6094 -0.5358 -0.1 0.5 0.0
H -1.3947 2.7729 -2.8592 0.0 0.2 -0.2
N 2.7009 0.8842 -2.4198 1.0 -0.3 -0.8
H 5.0230 3.4690 3.7485 0.2 -0.1 0.0
Ca 0.4316 -0.5409 1.4197 -0.2 -0.2 -0.4
H 3.3601 0.2532 -4.3529 -0.3 -0.1 -0.2
H -3.2897 -4.8701 -0.5320 0.6 -0.1 0.2
H 5.7679 -0.3595 -1.4884 0.0 0.2 0.0
C -1.0769 -4.6191 -0.8983 -0.4 -0.7 0.0
C 4.8920 1.8791 -2.8954 -0.3 -0.1 0.0
C 2.9383 3.7645 4.2712 -0.6 0.1 -0.1
O 2.3360 0.2099 2.3890 0.2 0.2 0.5
N 0.5719 0.6563 -2.7163 -0.8 -0.4 -0.2
H 4.3829 2.8315 -3.0586 -0.2 -0.1 0.0
C -3.6802 1.5231 2.3214 -0.4 0.2 0.2
H 5.0315 1.3946 -3.8547 0.1 0.0 -0.2
C -1.0270 -5.6874 -2.0131 0.0 -0.2 1.1
H 5.8690 2.1296 -2.5037 0.3 -0.2 0.2
C 4.1891 1.6140 -0.5284 0.0 -0.5 -0.3
C -2.7704 3.7314 1.8941 -0.3 0.1 -1.2
H 0.2031 -3.9590 0.7387 0.0 -0.2 -0.2
H 4.4765 1.1671 2.7616 -0.2 0.2 -0.1
C 1.1716 0.2867 -3.8896 1.3 0.2 0.6
H 4.2133 -1.0826 -1.1285 -0.2 0.2 0.0
C 1.5002 1.0523 -1.8244 0.0 0.2 0.1
H -4.3695 1.9645 3.0650 0.4 0.0 -0.3

***

Entry 4:
85
Properties=species:S:1:pos:R:3:forces:R:3 method="wB97M-V/def2-TZVPD" orbital_gap_ev="6.7 / 7.0" spin_multiplicity=3 total_charge=+1
H -1.8019 3.9407 0.7741 0.0 0.0 0.0
C -0.1895 -0.3105 -3.6922 0.0 0.0 0.0
H 0.7592 -4.9557 2.0656 0.0 0.0 0.0
F 4.4458 0.3632 0.7753 0.1 0.1 0.1
H 1.6424 -2.2919 3.3478 0.0 0.0 0.0
O 4.0994 -0.8273 3.3944 0.3 -0.1 0.0
C -5.9222 0.1432 2.6495 0.0 0.0 0.0
H 0.2717 3.0278 2.8389 0.0 0.0 0.0
C -1.9220 3.2690 -0.0770 0.1 0.0 0.0
H 0.4203 2.2046 -6.8380 0.0 0.0 0.0
Ge -0.6090 1.0894 1.5520 -0.1 0.0 -0.2
C -5.1142 1.1928 2.2458 0.0 0.0 0.0
H 2.5689 -3.2226 2.1642 0.0 0.0 0.0
H -1.4185 -3.3886 -1.1845 0.0 0.0 0.0
V 1.9024 0.2073 1.7095 -0.1 -0.1 -0.8
C -1.7905 -0.5104 1.7096 0.3 0.2 0.0
F 2.8041 1.1149 6.3805 0.1 -0.1 0.0
C -1.6925 0.5793 -6.0876 0.0 0.0 0.0
Ge 0.5083 -2.2580 0.9879 0.2 0.7 -0.3
H -0.5335 -1.9259 -5.9814 0.0 0.0 0.0
C 2.2489 1.0906 -3.3063 0.0 0.0 0.1
C -1.6911 2.8687 3.7450 0.0 0.0 0.0
S 3.7659 2.4107 2.2192 0.4 0.2 0.1
H 0.0830 1.6627 3.9213 0.0 0.0 0.0
O 2.5929 2.2233 1.3575 -0.8 -0.7 -0.1
C 1.6332 1.0117 -4.5547 0.0 0.0 0.0
C -1.2836 -1.7241 1.4734 0.0 -0.5 0.0
H -3.6545 -2.3578 2.5939 0.0 0.0 0.0
F 3.3945 -0.9740 6.2896 0.0 0.1 0.0
C 0.4623 1.1650 -7.1680 0.0 0.0 0.0
H -0.0616 1.0964 -8.1214 0.0 0.0 0.0
O 1.8510 -0.1072 3.8718 -0.6 0.2 -0.3
B 0.9576 -0.3621 -0.3572 -0.6 -1.1 0.9
C 1.5650 -2.9605 2.4987 0.0 0.1 -0.2
H 1.0134 -1.4939 -6.7192 0.0 0.0 0.0
H -2.2168 3.4996 3.0286 0.0 0.0 0.0
C -3.7773 0.9617 1.9589 0.0 -0.1 0.0
C -0.2001 0.2257 -6.1586 0.0 0.0 0.0
H -2.3892 2.1097 4.0976 0.0 0.0 0.0
O 1.9824 0.3402 -0.9314 0.3 0.2 0.1
C 0.4211 -0.2322 -2.4671 0.1 0.1 0.0
H 0.1230 2.6278 -0.2660 0.0 0.0 0.0
F 5.5033 2.1954 0.2795 -0.1 -0.1 0.1
H 3.1767 1.6256 -3.1603 0.0 0.0 0.0
C 0.4330 0.3308 -4.7713 0.0 0.0 0.0
H 1.2360 -4.7061 3.7383 0.0 0.0 0.0
F 4.8776 0.5886 6.0114 -0.1 0.0 0.0
H 1.3762 -4.2767 -0.2309 0.0 0.0 0.0
C -0.7059 -4.1480 -0.8592 0.0 0.1 0.0
H -2.9310 2.8621 -0.0530 0.0 0.0 0.0
F 6.0457 1.0904 2.0656 -0.1 0.1 -0.1
H -0.4869 -1.3295 -7.6424 0.0 0.0 0.0
H -5.9996 -1.9545 3.0916 0.0 0.0 0.0
O -0.0049 -0.7629 -1.2516 -0.1 0.5 -0.5
H -1.1192 -0.8501 -3.8072 0.0 0.0 0.0
C 5.0561 1.4671 1.2819 0.1 -0.1 -0.1
S 3.2860 0.1806 4.0037 0.4 -0.3 0.3
N 3.5624 1.6197 3.5413 0.4 0.5 0.3
H -5.5173 2.1930 2.1557 0.0 0.0 0.0
C 1.6116 0.4492 -2.2782 -0.1 -0.1 0.0
H 1.0485 -2.9989 -1.3840 0.0 0.0 0.0
H -0.5957 -4.8735 -1.6653 0.0 0.0 0.0
H -1.9538 -2.5831 1.5246 -0.1 0.1 0.0
C -0.4260 2.2452 3.1517 0.1 -0.1 0.0
H -1.0366 1.4948 -0.9314 0.0 0.0 0.0
H -1.1412 -4.6689 -0.0046 0.0 0.0 0.0
C -3.2177 -0.3108 2.0554 -0.1 0.1 0.0
C -5.3790 -1.1306 2.7647 0.0 0.0 0.0
H -3.1647 1.7965 1.6472 0.0 0.0 0.0
C 0.6443 -3.5181 -0.5178 0.0 -0.1 0.2
C -0.0409 -1.2199 -6.6525 0.0 0.0 0.0
C -4.0457 -1.3562 2.4731 0.0 0.0 0.1
C 0.7723 -4.2258 2.8764 0.1 0.0 0.1
H -1.8382 1.5815 -5.6809 0.0 0.0 0.0
C 3.6201 0.2429 5.8162 0.0 0.0 0.1
H -2.2565 -0.1243 -5.4747 0.0 0.0 0.0
H -0.2580 -3.9946 3.1530 0.0 0.0 0.0
H 1.5040 0.8974 -7.3514 0.0 0.0 0.0
H -1.4236 3.4952 4.5971 0.0 0.0 0.0
H -1.8432 3.8753 -0.9804 0.0 0.0 0.0
H -6.9652 0.3121 2.8806 0.0 0.0 0.0
C -0.8572 2.1711 -0.0950 0.1 0.0 0.1
H 2.1158 1.5085 -5.3828 0.0 0.0 0.0
H -2.1233 0.5524 -7.0891 0.0 0.0 0.0
O 4.2130 3.7336 2.4150 0.1 0.0 0.1

***

Quick rundown of total energy, same order as above: -2034.77924, -8012.15590, -4008.10587, -8113.93586 Ha